Formula: C43H44N3
Source: the Open Molecules 2025 dataset
Level of theory: wB97M-V/def2-TZVPD

Highest occupied orbital energy, eV: -8.27
HOMO-LUMO gap, eV: 3.261
Max |F|, eV/Å: 1.576
Energy, Ha: -1828.97779
Relative energy (zero: lowest compared OMol25 entry of this formula, charge and spin), eV: 0.0000

```
! RIJCOSX wB97M-V def2-TZVPD def2/J DEFGRID3
* xyz 1 1
C 5.99326 0.12927 2.03236
C 4.64320 0.57236 2.52069
C 4.27830 1.91625 2.39391
C 3.00869 2.36953 2.75205
C 2.64270 3.81069 2.57284
C 2.07977 1.41698 3.20594
N 0.77317 1.84734 3.55377
C -0.39307 1.36035 2.99645
C -0.48490 0.56029 1.88702
N -1.41355 2.02802 3.64182
C -2.80453 1.79264 3.42317
C -3.54254 1.10421 4.39525
C -2.96408 0.72519 5.72181
C -4.86346 0.75653 4.11162
C -5.50474 1.21805 2.96284
C -6.96318 0.93634 2.77805
C -4.77035 1.96768 2.04088
C -3.43258 2.30387 2.28024
C -2.72474 3.25079 1.36247
C -0.87733 2.93262 4.53046
C 0.46167 2.81350 4.48316
C 2.42575 0.07564 3.40012
C 1.43259 -0.88569 3.96768
C 3.74014 -0.31536 3.11360
H 5.96404 -0.92090 1.71261
H 6.31982 0.74560 1.18094
H 6.75906 0.22379 2.81832
H 4.99879 2.63620 1.99924
H 1.84538 3.94883 1.82818
H 2.32670 4.27144 3.51821
H 3.52091 4.35853 2.20307
H -1.41396 0.58827 1.32672
H 0.41384 0.01138 1.63358
H -3.68676 0.05502 6.20925
H -2.01664 0.17893 5.64554
H -2.82456 1.58504 6.39523
H -5.40142 0.12469 4.82086
H -7.37136 1.51498 1.94712
H -7.15929 -0.12494 2.58814
H -7.51776 1.20247 3.68576
H -5.24919 2.32860 1.12603
H -3.47573 3.77361 0.75379
H -2.16280 4.02392 1.90790
H -2.03393 2.74955 0.67018
H -1.49507 3.58755 5.11742
H 1.23532 3.33970 5.01994
H 1.91096 -1.86485 4.05190
H 1.08603 -0.58974 4.96880
H 0.54793 -1.00659 3.33636
H 4.04646 -1.33781 3.33905
C -4.61420 -5.85586 -3.15935
N -4.24812 -4.47710 -3.45566
C -4.72036 -3.97873 -4.73957
C -3.27925 -3.80522 -2.75951
C -2.57206 -4.43094 -1.68752
C -1.46379 -3.81775 -1.13552
C -1.04995 -2.53202 -1.55343
C 0.23939 -2.06081 -1.14017
C 0.65388 -0.68612 -1.04028
C 2.06870 -0.66694 -0.81249
C 2.73868 0.53615 -0.66284
C 2.00536 1.72659 -0.68656
C 0.62231 1.71463 -0.96041
C -0.05399 0.50918 -1.16929
C 2.56161 -2.03396 -0.86678
C 1.42706 -2.90081 -1.02734
C 1.64030 -4.25704 -1.31122
C 2.95893 -4.73135 -1.41982
C 4.05992 -3.86748 -1.26571
C 3.86100 -2.50349 -1.00566
C -1.85155 -1.83443 -2.49571
C -2.89230 -2.48138 -3.14241
H -3.77527 -6.54647 -3.34009
H -4.96801 -5.97755 -2.12705
H -5.42775 -6.11739 -3.84061
H -3.88371 -3.75519 -5.41548
H -5.34940 -4.74626 -5.19582
H -5.30213 -3.05173 -4.62860
H -2.85981 -5.43466 -1.36660
H -0.85621 -4.32662 -0.38644
H 3.81756 0.51485 -0.51727
H 2.50004 2.68600 -0.50557
H 0.05830 2.65461 -0.99655
H -1.11488 0.47282 -1.40734
H 0.79654 -4.92395 -1.47832
H 3.13532 -5.79105 -1.63468
H 5.07832 -4.25798 -1.35519
H 4.68043 -1.78815 -0.92544
H -1.57928 -0.82094 -2.78737
H -3.40835 -1.97089 -3.96289
*
```

Here are the Löwdin charges for atoms 1 to 5, given in e: number 1, C, carries -0.056; number 2, C, carries -0.279; number 3, C, carries -0.016; number 4, C, carries -0.197; number 5, C, carries -0.036